No. 1
Below is a molecular structure, C26H21F5IrNP2Se2Te2, with properties calculated with ωB97M-V/def2-TZVPD.

Positions of all 60 atoms, in Å:
Ir (-0.1669, -0.5693, 0.1461)
N (0.2675, -0.6630, -2.8629)
P (1.6075, -0.5673, -1.8221)
C (2.3740, -2.2277, -1.8733)
C (2.0817, -3.1765, -2.8480)
C (2.6926, -4.4243, -2.8232)
C (3.6163, -4.7279, -1.8302)
C (3.9189, -3.7851, -0.8538)
C (3.2889, -2.5470, -0.8681)
C (2.7817, 0.3807, -2.8641)
C (4.1615, 0.2446, -2.6922)
C (5.0421, 1.0173, -3.4340)
C (4.5607, 1.9430, -4.3531)
C (3.1926, 2.0998, -4.5165)
C (2.3076, 1.3327, -3.7681)
P (-1.1040, -1.0663, -1.9516)
C (-1.5970, -2.6966, -2.5847)
C (-1.2065, -3.8326, -1.8764)
C (-1.4667, -5.0980, -2.3889)
C (-2.1200, -5.2292, -3.6071)
C (-2.5212, -4.0990, -4.3118)
C (-2.2658, -2.8330, -3.8010)
C (-2.4270, 0.0265, -2.5149)
C (-3.6647, -0.0889, -1.8766)
C (-4.7110, 0.7491, -2.2271)
C (-4.5238, 1.7118, -3.2131)
C (-3.2949, 1.8318, -3.8461)
C (-2.2449, 0.9915, -3.4968)
H (0.3671, -0.9113, -3.8382)
H (1.3640, -2.9493, -3.6322)
H (2.4491, -5.1586, -3.5821)
H (4.0929, -5.7013, -1.8100)
H (4.6300, -4.0227, -0.0690)
H (3.4925, -1.8273, -0.0805)
H (4.5536, -0.4794, -1.9871)
H (6.1103, 0.8966, -3.2946)
H (5.2516, 2.5450, -4.9325)
H (2.8095, 2.8285, -5.2221)
H (1.2401, 1.4892, -3.8720)
H (-0.6979, -3.7177, -0.9249)
H (-1.1594, -5.9793, -1.8373)
H (-2.3292, -6.2162, -4.0066)
H (-3.0408, -4.2047, -5.2572)
H (-2.5952, -1.9509, -4.3415)
H (-3.8086, -0.8451, -1.1101)
H (-5.6661, 0.6598, -1.7253)
H (-5.3348, 2.3768, -3.4837)
H (-3.1510, 2.5882, -4.6095)
H (-1.2742, 1.1039, -3.9689)
Se (0.6826, -2.5066, 1.4900)
Te (0.9424, -1.2160, 3.5645)
Te (-1.4272, 0.1508, 3.7728)
Se (-2.4198, -0.1287, 1.5968)
F (-0.8465, 2.3320, 0.3744)
C (0.2121, 1.5791, -0.0548)
F (0.3995, 1.9640, -1.3791)
C (1.4177, 2.1856, 0.6905)
F (1.2179, 2.1429, 2.0129)
F (2.5569, 1.5311, 0.4144)
F (1.5963, 3.4702, 0.3462)

Output
energy relative to the best compared isomer or geometry (same formula, charge and spin): 0.153 eV
⟨S²⟩: 6.0258
spin multiplicity: 5
gap between HOMO and LUMO (spin up / spin down): 0.204 / 0.210 Ha
E_LUMO (spin up / spin down): -0.020 / -0.078 Eh

No. 2
Below is a molecular structure, C26H21N8OSSn at a distorted geometry, with properties calculated with ωB97M-V/def2-TZVPD.

Positions of all 58 atoms, in Å:
Sn (-1.5043, 1.9972, -2.0667)
C (4.3921, 1.5627, -2.4118)
N (3.1207, 0.9037, -2.6854)
C (1.8811, 1.2724, -2.3421)
N (1.0023, 0.3706, -2.7422)
C (1.7941, -0.5649, -3.3315)
N (3.0786, -0.2873, -3.3181)
C (4.7741, 1.5765, -0.9446)
C (5.7003, 2.5066, -0.4832)
C (6.1451, 2.4691, 0.8309)
C (5.6557, 1.5155, 1.7098)
C (4.7029, 0.6106, 1.2613)
C (4.2693, 0.6358, -0.0615)
C (4.1468, -0.3975, 2.1649)
N (4.7107, -1.0700, 3.1051)
N (3.7361, -1.9415, 3.6007)
C (2.6693, -1.6932, 2.9301)
O (2.8438, -0.7260, 2.0017)
C (1.3491, -2.3143, 3.0078)
C (1.2180, -3.6493, 3.3758)
C (-0.0419, -4.2313, 3.3825)
C (-1.1605, -3.4826, 3.0370)
C (-1.0267, -2.1347, 2.7224)
C (-2.2568, -1.3052, 2.4696)
N (-1.9499, -0.1312, 1.6531)
C (-1.5213, -0.0656, 0.4060)
N (-1.3397, 1.2113, 0.0754)
C (-1.7300, 1.8935, 1.1932)
N (-2.0871, 1.1119, 2.1728)
C (0.2285, -1.5573, 2.7056)
H (4.3569, 2.5765, -2.8105)
H (5.1300, 1.0052, -2.9867)
H (1.6669, 2.1849, -1.8088)
H (1.4142, -1.4654, -3.7854)
H (6.0891, 3.2584, -1.1599)
H (6.8745, 3.1909, 1.1721)
H (5.9969, 1.4687, 2.7350)
H (3.5544, -0.1050, -0.3971)
H (2.1020, -4.2206, 3.6237)
H (-0.1523, -5.2752, 3.6418)
H (-2.1407, -3.9449, 3.0380)
H (-2.6681, -0.8959, 3.3914)
H (-3.0379, -1.8960, 1.9915)
H (-1.3257, -0.9252, -0.2138)
H (-1.7118, 2.9672, 1.2819)
H (0.3517, -0.5091, 2.4590)
S (-3.6137, 0.9562, -2.0912)
C (-5.3310, 0.8294, -2.5182)
C (-6.2469, 0.7012, -1.4810)
C (-7.5924, 0.5788, -1.7911)
C (-8.0090, 0.5785, -3.1153)
C (-7.0815, 0.7072, -4.1395)
C (-5.7323, 0.8367, -3.8485)
H (-5.9092, 0.7036, -0.4540)
H (-8.3158, 0.4824, -0.9928)
H (-9.0598, 0.4768, -3.3497)
H (-7.4067, 0.7096, -5.1710)
H (-5.0021, 0.9396, -4.6382)

Output
net charge: +1
gap between HOMO and LUMO: 0.264 Ha
E_LUMO: -0.149 Eh

No. 3
Below is a molecular structure, C26H21NO3Pd at a distorted geometry, with properties calculated with ωB97M-V/def2-TZVPD.

Positions of all 52 atoms, in Å:
Pd (-1.3601, 0.0085, -1.0271)
O (1.0087, 0.6987, 0.2510)
C (0.7364, 2.0007, 0.7036)
C (0.6867, 2.9911, -0.5153)
O (1.0363, 4.1790, -0.3200)
O (0.3057, 2.4395, -1.5628)
C (-0.6779, 2.0639, 1.3258)
C (-1.1390, 3.2462, 1.9089)
C (-2.4260, 3.3493, 2.4179)
C (-3.2917, 2.2608, 2.3520)
C (-2.8430, 1.0859, 1.7726)
C (-1.5535, 0.9834, 1.2525)
C (1.8036, 2.3217, 1.7609)
C (2.5397, 1.2657, 2.3041)
C (3.5106, 1.4823, 3.2780)
C (3.7732, 2.7662, 3.7351)
C (3.0521, 3.8241, 3.1979)
C (2.0815, 3.6090, 2.2241)
H (0.3308, 0.5332, -0.4986)
H (-0.4881, 4.1094, 1.9336)
H (-2.7557, 4.2849, 2.8561)
H (-4.2993, 2.3294, 2.7470)
H (-3.4919, 0.2203, 1.7098)
H (-1.2384, -0.0268, 0.9079)
H (2.3375, 0.2672, 1.9440)
H (4.0638, 0.6390, 3.6759)
H (4.5302, 2.9402, 4.4919)
H (3.2524, 4.8377, 3.5279)
H (1.5721, 4.4437, 1.7656)
N (1.1865, -1.1644, -2.4929)
C (1.0665, -2.2776, -1.6618)
C (2.1282, -2.6615, -0.8418)
C (2.0472, -3.7933, -0.0429)
C (0.8951, -4.5683, -0.0502)
C (-0.1631, -4.1788, -0.8688)
C (-0.1052, -3.0500, -1.6760)
C (-1.2627, -2.6949, -2.5535)
C (-1.6366, -3.6549, -3.5036)
C (-2.7112, -3.4409, -4.3635)
C (-3.4058, -2.2414, -4.2497)
C (-3.0140, -1.3002, -3.2981)
C (-1.9397, -1.4666, -2.4108)
H (1.8322, -0.4811, -2.1181)
H (0.2845, -0.7097, -2.6451)
H (3.0186, -2.0398, -0.8203)
H (2.8827, -4.0574, 0.5957)
H (0.8092, -5.4432, 0.5825)
H (-1.0803, -4.7582, -0.8802)
H (-1.0695, -4.5785, -3.5719)
H (-2.9896, -4.1850, -5.1015)
H (-4.2443, -2.0302, -4.9063)
H (-3.5853, -0.3780, -3.2415)

Output
energy relative to the best compared isomer or geometry (same formula, charge and spin): 0.000 eV
net charge: -2
gap between HOMO and LUMO: 0.198 Ha
E_LUMO: 0.183 Eh